[1]
{
  "formula": "C4H5FO",
  "method": "ωB97M-V with the def2-TZVPD basis set",
  "symbols": ["F", "O", "C", "C", "C", "C", "H", "H", "H", "H", "H"],
  "positions_angstrom": [[0.363, -1.538, 0.646], [-0.656, 2.360, 1.324], [-0.149, 1.612, 0.680], [0.566, 0.699, -0.190], [-0.030, -0.668, -0.292], [0.282, -1.609, -1.326], [1.615, 0.654, 0.176], [0.593, 1.161, -1.200], [-0.816, -0.927, -1.599], [1.323, -1.606, -1.668], [-0.242, -2.571, -1.157]],
  "lowdin_charge": [0.1861, 0.5100, 0.1393, 0.0630, -0.1469, 0.1922, 0.2169, 0.2079, 0.2905, 0.1810, 0.1599],
  "total_charge": 2,
  "homo_lumo_gap_ev": [8.255, 8.260],
  "e_above_lowest_ev": 2.342,
  "lumo_energy_ev": [-13.788, -13.785],
  "multiplicity": 1
}

---

[2]
{
  "formula": "C4H5FO2",
  "method": "ωB97M-V with the def2-TZVPD basis set",
  "symbols": ["O", "C", "C", "C", "C", "O", "F", "H", "H", "H", "H", "H"],
  "positions_angstrom": [[-2.044, 0.542, 0.224], [-1.446, 0.127, -0.720], [-0.160, -0.588, -0.571], [0.219, -0.647, 0.930], [0.998, 0.196, -0.078], [0.923, 1.559, -0.079], [2.260, -0.264, -0.315], [-2.023, 0.242, -1.670], [0.035, -1.584, -1.156], [-0.520, -0.064, 1.443], [0.617, -1.546, 1.290], [1.141, 2.028, 0.702]],
  "lowdin_charge": [0.0608, -0.2342, -0.1286, 0.0304, -0.5317, 0.1085, 0.0740, 0.1359, 0.1878, 0.0959, 0.0977, 0.1036],
  "homo_lumo_gap_ev": 10.998,
  "smiles": "O=C[C@@H]1C[C@@]1(O)F",
  "e_above_lowest_ev": 1.924,
  "lumo_energy_ev": 0.822,
  "multiplicity": 1
}

---

[3]
{
  "formula": "C4H5FO2S",
  "method": "ωB97M-V with the def2-TZVPD basis set",
  "symbols": ["O", "C", "C", "C", "C", "O", "H", "H", "H", "H", "F", "S", "H"],
  "positions_angstrom": [[2.424, 0.968, 1.333], [1.498, 1.114, 0.606], [0.859, -0.060, -0.041], [-0.300, 0.036, -0.717], [-0.748, -1.176, -1.406], [-1.762, -1.203, -2.082], [0.982, 2.183, 0.304], [1.400, -1.006, -0.119], [-1.004, 0.854, -0.794], [-0.075, -2.020, -1.323], [-5.316, -0.217, 0.430], [-3.912, 0.467, 1.132], [-3.780, 1.481, 0.237]],
  "lowdin_charge": [0.0733, -0.2888, -0.0415, -0.0549, -0.2673, 0.0523, 0.1642, 0.1206, 0.1106, 0.1137, -0.5565, 0.7281, -0.1539],
  "homo_lumo_gap_ev": 9.051,
  "smiles": "O=C/C=C/C=O.FS",
  "e_above_lowest_ev": 2.783,
  "lumo_energy_ev": -1.060,
  "multiplicity": 1
}

---

[4]
{
  "formula": "C4H5FOS2",
  "method": "ωB97M-V with the def2-TZVPD basis set",
  "symbols": ["F", "C", "C", "O", "C", "S", "C", "S", "H", "H", "H", "H", "H"],
  "positions_angstrom": [[1.795, -0.841, -1.046], [1.774, -0.953, 0.419], [0.994, 0.074, 0.883], [0.875, 1.110, -0.036], [-0.436, 1.353, -0.498], [-0.788, 2.737, -1.269], [-1.476, 0.370, -0.170], [-1.509, -1.360, -1.063], [2.372, -1.873, 0.970], [0.571, -0.061, 2.009], [-2.307, 0.944, -0.286], [-1.630, -0.148, 0.878], [-0.235, -1.353, -0.792]],
  "lowdin_charge": [-0.0990, -0.0322, -0.1845, -0.1001, -0.8391, 0.7919, -0.4946, 0.7152, 0.1762, 0.1804, 0.0047, 0.1014, -0.2204],
  "homo_lumo_gap_ev": 8.551,
  "smiles": "F/C=C\\OC(=S)CS",
  "e_above_lowest_ev": 3.447,
  "lumo_energy_ev": -0.583,
  "multiplicity": 1
}

---

[5]
{
  "formula": "C4H5FS",
  "method": "ωB97M-V with the def2-TZVPD basis set",
  "symbols": ["C", "C", "C", "C", "H", "H", "H", "H", "H", "F", "S"],
  "positions_angstrom": [[-0.159, 1.191, -0.688], [0.604, -0.003, -1.016], [-0.039, -0.597, 0.196], [-0.146, 0.759, 0.807], [-1.231, 1.158, -1.114], [0.549, -0.619, -1.915], [1.727, -0.064, -0.733], [0.857, 0.811, 1.331], [-0.965, 1.234, 1.344], [0.289, 2.476, -0.802], [-0.319, -2.056, 0.782]],
  "lowdin_charge": [-0.3661, -0.1489, -0.8595, -0.1157, 0.1875, 0.1190, 0.1724, 0.1535, 0.1191, 0.0026, 0.7361],
  "homo_lumo_gap_ev": 8.452,
  "e_above_lowest_ev": 1.500,
  "lumo_energy_ev": -0.296,
  "multiplicity": 1
}

---

[6]
{
  "formula": "C4H5FS3",
  "method": "ωB97M-V with the def2-TZVPD basis set",
  "symbols": ["C", "C", "F", "C", "S", "C", "S", "S", "H", "H", "H", "H", "H"],
  "positions_angstrom": [[-1.972, -0.303, 0.116], [-0.488, -0.637, -0.020], [-0.046, -1.319, 1.133], [0.489, 0.460, -0.375], [0.079, 1.998, -0.785], [1.872, 0.048, -0.269], [2.463, -1.213, -1.097], [2.784, 0.947, 0.919], [-2.318, -0.182, -0.920], [-2.181, 0.610, 0.709], [-2.410, -1.291, 0.517], [-0.378, -1.340, -0.903], [2.108, 2.222, 0.976]],
  "lowdin_charge": [-0.0606, -0.4382, -0.0327, -0.8279, 0.7828, -1.2692, 0.7395, 0.7553, 0.0792, 0.0799, 0.1156, 0.1447, -0.0684],
  "homo_lumo_gap_ev": 7.579,
  "smiles": "C[C@H](F)C(=S)C(=S)S",
  "e_above_lowest_ev": 1.112,
  "lumo_energy_ev": -1.539,
  "multiplicity": 1
}

---

[7]
{
  "formula": "C4H5FeLiO2",
  "method": "ωB97M-V with the def2-TZVPD basis set",
  "symbols": ["C", "C", "C", "C", "O", "O", "Li", "Fe", "H", "H", "H", "H", "H"],
  "positions_angstrom": [[-1.415, 0.404, -0.465], [-0.676, -0.283, 0.630], [0.636, -0.757, 0.222], [1.742, 0.071, 0.203], [2.835, -0.197, -0.407], [-2.661, 0.644, -0.391], [-4.302, 0.237, 0.153], [4.462, 0.441, -0.803], [-0.703, 1.037, 0.765], [-1.263, -1.068, 1.122], [0.719, -1.754, -0.215], [1.652, 1.073, 0.659], [-1.025, 0.153, -1.474]],
  "mulliken_spin": [0.0214, 0.0875, 0.4119, 0.1253, 0.1611, 0.0124, 0.0003, 5.1209, 0.0194, 0.0376, 0.0118, -0.0024, -0.0072],
  "total_charge": 2,
  "homo_lumo_gap_ev": [5.917, 6.830],
  "e_above_lowest_ev": 1.043,
  "lumo_energy_ev": [-8.362, -10.895],
  "multiplicity": 7,
  "s_squared": 12.018
}

---

[8]
{
  "formula": "C4H5GaLiO2",
  "method": "ωB97M-V with the def2-TZVPD basis set",
  "symbols": ["C", "C", "C", "C", "O", "O", "Li", "Ga", "H", "H", "H", "H", "H"],
  "positions_angstrom": [[0.436, 0.539, -1.169], [1.035, -0.364, -0.150], [0.286, -0.155, 1.123], [-0.941, -0.707, 1.340], [-1.663, -0.530, 2.402], [-0.158, 0.128, -2.178], [-0.713, -1.353, -3.069], [-3.042, -0.911, 3.014], [0.339, 1.610, -0.904], [1.052, -1.406, -0.496], [0.700, 0.531, 1.865], [-1.349, -1.383, 0.567], [2.031, 0.231, -0.222]],
  "mulliken_spin": [-0.0002, 0.0052, -0.0041, 0.0252, 0.1394, 0.0004, 0.0002, 0.8289, -0.0001, -0.0006, -0.0011, 0.0063, 0.0004],
  "total_charge": 2,
  "homo_lumo_gap_ev": [8.651, 4.727],
  "e_above_lowest_ev": 0.000,
  "lumo_energy_ev": [-8.272, -12.170],
  "multiplicity": 2,
  "s_squared": 0.752
}